Entry from OMol25: the ion C4H8NO with charge +1 at a distorted geometry (wB97M-V/def2-TZVPD).

Geometry as XYZ:
```
14
Properties=species:S:1:pos:R:3
C -1.285 -1.332 0.080
N -0.232 0.134 -0.248
C -0.536 1.522 -0.097
C 0.565 0.955 0.683
C 1.300 0.212 -0.343
O 1.812 -0.933 0.218
H -1.648 -1.472 -0.855
H -0.540 -1.889 0.675
H -2.007 -0.818 0.607
H -1.386 1.651 0.434
H -0.353 2.210 -1.021
H 0.779 0.858 1.678
H 1.625 0.493 -1.356
H 1.906 -1.589 -0.454
```

Its SMILES is C[N@@+]12C[C@@H]1[C@H]2O. As for the charge: +1. The calculation puts the energy above the lowest of the compared OMol25 structures with the same formula, charge and spin at 88.40 kcal/mol. For the lowest unoccupied orbital energy, the calculation gives -0.1359 Ha. The HOMO-LUMO gap comes out at 12.533 eV. Its spin multiplicity is 1.

The computed Löwdin charges, all in e, follow: atom 1 (C): 0.2606, atom 2 (N): -0.0247, atom 3 (C): -0.0107, atom 4 (C): -0.0319, atom 5 (C): -0.1894, atom 6 (O): 0.0721, atom 7 (H): 0.0498, atom 8 (H): 0.1050, atom 9 (H): 0.0529, atom 10 (H): 0.0951, atom 11 (H): 0.1791, atom 12 (H): 0.1442, atom 13 (H): 0.1846, atom 14 (H): 0.1132

=====

Entry from OMol25: a cluster of 8 separate species, C18H56N4O8 in total at a distorted geometry (wB97M-V/def2-TZVPD).

Geometry as XYZ:
```
86
Properties=species:S:1:pos:R:3
C 9.755 9.973 21.567
O 10.551 10.222 22.695
C 11.287 11.431 22.488
C 12.287 11.711 23.667
C 11.537 12.259 24.882
N 13.216 12.716 23.434
H 8.806 10.489 21.424
H 9.509 8.927 21.752
H 10.292 9.915 20.620
H 11.908 11.417 21.593
H 10.561 12.243 22.528
H 12.767 10.774 23.949
H 11.021 11.391 25.291
H 10.882 13.089 24.614
H 12.202 12.654 25.650
H 12.671 13.534 23.198
H 13.687 12.429 22.588
C 11.964 6.791 21.252
O 13.198 7.106 22.024
C 14.371 6.880 21.310
C 14.750 5.371 21.514
C 15.214 5.047 23.032
N 15.776 4.851 20.655
H 12.030 5.723 21.045
H 11.764 7.329 20.326
H 11.033 7.039 21.763
H 14.342 7.167 20.259
H 15.058 7.594 21.765
H 13.834 4.789 21.410
H 15.203 5.946 23.649
H 16.249 4.710 22.974
H 14.555 4.326 23.515
H 15.822 3.846 20.745
H 15.564 5.252 19.753
C 8.069 10.879 24.797
O 7.896 11.565 26.017
C 6.871 12.550 26.157
C 7.200 13.920 25.603
C 8.444 14.539 26.223
N 6.075 14.810 25.911
H 8.674 11.526 24.162
H 7.165 10.692 24.217
H 8.696 9.991 24.879
H 5.892 12.225 25.803
H 6.671 12.593 27.228
H 7.402 13.855 24.534
H 9.173 14.031 25.592
H 8.497 14.474 27.310
H 8.646 15.580 25.973
H 5.300 14.187 25.731
H 6.122 14.954 26.910
C 14.330 8.933 24.924
O 14.705 7.625 25.373
C 15.731 7.573 26.321
C 16.231 6.151 26.258
C 15.180 5.146 26.541
N 17.355 5.812 27.169
H 13.469 8.820 24.264
H 15.124 9.412 24.351
H 14.080 9.554 25.784
H 16.599 8.156 26.013
H 15.558 7.864 27.357
H 16.636 6.135 25.246
H 14.875 5.016 27.579
H 15.606 4.173 26.297
H 14.285 5.365 25.958
H 17.826 6.701 27.075
H 17.057 5.697 28.127
C 10.482 8.769 27.530
O 9.734 7.645 26.955
H 10.183 8.986 28.555
H 11.535 8.492 27.475
H 10.187 9.664 26.983
H 9.970 7.755 26.031
C 7.628 5.637 22.804
O 7.722 6.972 23.283
H 7.807 4.973 23.650
H 6.625 5.458 22.417
H 8.354 5.565 21.995
H 8.653 7.205 23.254
O 12.437 6.210 24.302
H 12.719 6.507 23.437
H 13.149 6.468 24.888
O 10.468 8.278 24.407
H 11.261 7.746 24.340
H 10.666 9.069 23.906
```

Its SMILES is COC[C@H](C)N.COC[C@H](C)N.COC[C@H](C)N.COC[C@H](C)N.CO.CO.O.O. As for the charge: 0. The calculation puts the energy above the lowest of the compared OMol25 structures with the same formula, charge and spin at 71.32 kcal/mol. For the lowest unoccupied orbital energy, the calculation gives 0.0124 Ha. The HOMO-LUMO gap comes out at 9.456 eV. Its spin multiplicity is 1.

The computed Löwdin charges, all in e, follow: atom 1 (C): -0.0987, atom 2 (O): -0.2302, atom 3 (C): -0.1465, atom 4 (C): -0.4632, atom 5 (C): -0.0513, atom 6 (N): 0.0407, atom 7 (H): 0.1018, atom 8 (H): 0.0747, atom 9 (H): 0.0920, atom 10 (H): 0.1236, atom 11 (H): 0.1248, atom 12 (H): 0.1102, atom 13 (H): 0.0698, atom 14 (H): 0.0657, atom 15 (H): 0.0872, atom 16 (H): 0.0859, atom 17 (H): 0.0771, atom 18 (C): -0.0193, atom 19 (O): -0.2354, atom 20 (C): -0.1814, atom 21 (C): -0.3866, atom 22 (C): -0.0274, atom 23 (N): 0.0231, atom 24 (H): 0.0888, atom 25 (H): 0.0889, atom 26 (H): 0.0719, atom 27 (H): 0.1209, atom 28 (H): 0.1286, atom 29 (H): 0.1114, atom 30 (H): 0.0373, atom 31 (H): 0.0726, atom 32 (H): 0.0755, atom 33 (H): 0.0824, atom 34 (H): 0.0666, atom 35 (C): -0.0933, atom 36 (O): -0.1742, atom 37 (C): -0.2050, atom 38 (C): -0.4539, atom 39 (C): -0.0559, atom 40 (N): 0.0371, atom 41 (H): 0.0604, atom 42 (H): 0.0972, atom 43 (H): 0.0750, atom 44 (H): 0.1194, atom 45 (H): 0.1291, atom 46 (H): 0.1356, atom 47 (H): 0.0498, atom 48 (H): 0.0894, atom 49 (H): 0.0783, atom 50 (H): 0.0554, atom 51 (H): 0.0679, atom 52 (C): -0.0639, atom 53 (O): -0.2245, atom 54 (C): -0.2169, atom 55 (C): -0.4603, atom 56 (C): -0.0598, atom 57 (N): 0.0508, atom 58 (H): 0.0630, atom 59 (H): 0.0967, atom 60 (H): 0.0997, atom 61 (H): 0.1243, atom 62 (H): 0.1355, atom 63 (H): 0.1278, atom 64 (H): 0.0892, atom 65 (H): 0.0907, atom 66 (H): 0.0591, atom 67 (H): 0.0565, atom 68 (H): 0.0668, atom 69 (C): -0.1275, atom 70 (O): -0.1475, atom 71 (H): 0.0716, atom 72 (H): 0.0680, atom 73 (H): 0.0530, atom 74 (H): -0.0077, atom 75 (C): -0.1491, atom 76 (O): -0.1372, atom 77 (H): 0.0797, atom 78 (H): 0.0753, atom 79 (H): 0.0705, atom 80 (H): 0.0233, atom 81 (O): -0.0383, atom 82 (H): -0.0297, atom 83 (H): 0.0037, atom 84 (O): -0.0448, atom 85 (H): 0.0088, atom 86 (H): -0.0006

=====

Entry from OMol25: a structure of composition C25H34ClF4N2O2PTi at a distorted geometry (wB97M-V/def2-TZVPD).

Geometry as XYZ:
```
70
Properties=species:S:1:pos:R:3
Ti 1.043 -0.468 0.352
C -2.859 -1.952 2.092
C -1.559 -1.597 1.376
N -0.584 -0.753 2.101
C 0.006 -1.412 3.291
C -0.782 -1.336 4.599
C -1.112 0.602 2.376
C 0.003 1.638 2.283
N 0.651 1.391 1.024
C 1.878 1.849 0.667
C 2.482 0.936 -0.246
F 2.229 -0.761 1.746
C 3.789 1.161 -0.581
F 4.435 0.278 -1.379
C 4.515 2.266 -0.164
C 3.882 3.166 0.685
F 4.544 4.253 1.112
C 2.587 2.979 1.107
F 2.019 3.875 1.937
H -3.548 -2.402 1.376
H -3.345 -1.069 2.510
H -2.700 -2.674 2.892
H -1.804 -1.059 0.453
H -1.036 -2.512 1.090
H 0.989 -0.973 3.447
H 0.185 -2.450 3.010
H -0.713 -0.348 5.057
H -0.342 -2.043 5.303
H -1.836 -1.585 4.495
H -1.606 0.659 3.349
H -1.851 0.825 1.606
H 0.723 1.513 3.101
H -0.411 2.648 2.367
H 5.539 2.430 -0.469
Cl 1.133 -4.437 -5.790
C 1.102 -3.780 -4.183
C 1.507 -4.584 -3.104
C 1.524 -4.095 -1.827
C 1.145 -2.758 -1.553
O 1.225 -2.309 -0.340
C 0.678 -1.978 -2.645
C 0.140 -0.675 -2.463
O -0.040 -0.110 -1.367
C 0.684 -2.503 -3.958
H 1.810 -5.604 -3.300
H 1.853 -4.706 -0.998
H -0.179 -0.137 -3.365
H 0.341 -1.886 -4.780
C -4.265 1.527 -2.490
C -3.291 1.079 -1.405
P -2.004 2.279 -0.820
C -3.113 3.662 -0.285
C -2.315 4.913 0.080
C -1.343 2.940 -2.419
C 0.104 3.414 -2.279
H -4.910 0.701 -2.794
H -3.742 1.879 -3.379
H -4.915 2.332 -2.146
H -2.752 0.188 -1.741
H -3.844 0.781 -0.507
H -3.669 3.305 0.587
H -3.848 3.904 -1.056
H -1.531 4.688 0.807
H -2.957 5.684 0.508
H -1.832 5.341 -0.800
H -1.985 3.749 -2.776
H -1.399 2.137 -3.160
H 0.194 4.203 -1.530
H 0.485 3.805 -3.223
H 0.754 2.597 -1.957
```

As for the charge: 0. The calculation puts the energy above the lowest of the compared OMol25 structures with the same formula, charge and spin at 13.38 kcal/mol. For the lowest unoccupied orbital energy, the calculation gives -0.0450 Ha. The HOMO-LUMO gap comes out at 5.934 eV. Its spin multiplicity is 1.

The computed Löwdin charges, all in e, follow: atom 1 (Ti): 1.2141, atom 2 (C): -0.0688, atom 3 (C): -0.2415, atom 4 (N): -0.2147, atom 5 (C): -0.2155, atom 6 (C): -0.0740, atom 7 (C): -0.1779, atom 8 (C): -0.1961, atom 9 (N): -0.1149, atom 10 (C): -0.2907, atom 11 (C): -0.0750, atom 12 (F): -0.3515, atom 13 (C): -0.2972, atom 14 (F): 0.0433, atom 15 (C): 0.0531, atom 16 (C): -0.2131, atom 17 (F): 0.0874, atom 18 (C): -0.1503, atom 19 (F): 0.0771, atom 20 (H): 0.0796, atom 21 (H): 0.0781, atom 22 (H): 0.0686, atom 23 (H): 0.0995, atom 24 (H): 0.1130, atom 25 (H): 0.0991, atom 26 (H): 0.1257, atom 27 (H): 0.0729, atom 28 (H): 0.0813, atom 29 (H): 0.0566, atom 30 (H): 0.1136, atom 31 (H): 0.0821, atom 32 (H): 0.1291, atom 33 (H): 0.1149, atom 34 (H): 0.1261, atom 35 (Cl): 0.6677, atom 36 (C): -0.6649, atom 37 (C): -0.0721, atom 38 (C): 0.0188, atom 39 (C): -0.3062, atom 40 (O): -0.1351, atom 41 (C): -0.1153, atom 42 (C): -0.1245, atom 43 (O): -0.1236, atom 44 (C): -0.0507, atom 45 (H): 0.1125, atom 46 (H): 0.1256, atom 47 (H): 0.1434, atom 48 (H): 0.1200, atom 49 (C): -0.1555, atom 50 (C): -0.4331, atom 51 (P): 0.9756, atom 52 (C): -0.4300, atom 53 (C): -0.1641, atom 54 (C): -0.4139, atom 55 (C): -0.1531, atom 56 (H): 0.0673, atom 57 (H): 0.0602, atom 58 (H): 0.0588, atom 59 (H): 0.0509, atom 60 (H): 0.0675, atom 61 (H): 0.0731, atom 62 (H): 0.0626, atom 63 (H): 0.0593, atom 64 (H): 0.0672, atom 65 (H): 0.0588, atom 66 (H): 0.0776, atom 67 (H): 0.0609, atom 68 (H): 0.0621, atom 69 (H): 0.0699, atom 70 (H): 0.0483

=====

Entry from OMol25: a structure of composition FeH11O6 at a distorted geometry (wB97M-V/def2-TZVPD).

Geometry as XYZ:
```
18
Properties=species:S:1:pos:R:3
Fe 0.216 -0.080 -0.028
O 1.848 -0.525 -0.929
H 2.734 -0.880 -1.138
O -1.522 0.327 0.889
H -1.799 -0.072 1.714
H -2.239 0.916 0.654
O 0.611 -1.069 1.676
H -0.001 -1.306 2.373
H 1.474 -1.275 2.035
O 1.057 1.635 0.570
H 0.651 2.407 0.964
H 1.888 1.955 0.217
O -0.546 1.007 -1.633
H -1.074 1.795 -1.756
H -0.303 0.740 -2.520
O -0.865 -1.529 -0.868
H -0.376 -2.170 -1.383
H -1.756 -1.875 -0.836
```

As for the charge: +1. The calculation puts the energy above the lowest of the compared OMol25 structures with the same formula, charge and spin at 0.00 kcal/mol. For the lowest unoccupied orbital energy (spin up / spin down), the calculation gives -0.1118 / -0.2136 Ha. The HOMO-LUMO gap (spin up / spin down) comes out at 4.032 / 9.188 eV. As for the expectation value of S²: 12.0102. Its spin multiplicity is 7.

The computed Löwdin charges, all in e, follow: atom 1 (Fe): 0.8680, atom 2 (O): -0.2802, atom 3 (H): 0.0420, atom 4 (O): -0.1268, atom 5 (H): 0.0204, atom 6 (H): 0.0506, atom 7 (O): -0.0754, atom 8 (H): 0.0534, atom 9 (H): 0.0911, atom 10 (O): -0.0595, atom 11 (H): 0.0909, atom 12 (H): 0.0951, atom 13 (O): -0.0650, atom 14 (H): 0.0850, atom 15 (H): 0.0875, atom 16 (O): -0.0667, atom 17 (H): 0.0926, atom 18 (H): 0.0970

=====

Entry from OMol25: the molecule C5H11N at a distorted geometry (wB97M-V/def2-TZVPD).

Geometry as XYZ:
```
17
Properties=species:S:1:pos:R:3
C 0.464 0.019 -2.061
N 0.110 -0.341 -0.712
C -1.115 0.210 -0.196
C -1.087 -0.225 1.245
C 0.375 -0.095 1.667
C 1.134 -0.047 0.324
H 0.422 1.116 -2.158
H 1.454 -0.371 -2.264
H -0.215 -0.494 -2.741
H -1.077 1.319 -0.238
H -2.025 -0.067 -0.732
H -1.857 0.235 1.854
H -1.319 -1.292 1.313
H 0.647 -0.987 2.212
H 0.685 0.778 2.209
H 1.987 -0.722 0.291
H 1.417 0.964 -0.012
```

Its SMILES is CN1CCCC1. As for the charge: 0. The calculation puts the energy above the lowest of the compared OMol25 structures with the same formula, charge and spin at 15.35 kcal/mol. For the lowest unoccupied orbital energy, the calculation gives 0.0454 Ha. The HOMO-LUMO gap comes out at 9.381 eV. Its spin multiplicity is 1.

The computed Löwdin charges, all in e, follow: atom 1 (C): -0.1021, atom 2 (N): -0.2620, atom 3 (C): -0.2353, atom 4 (C): -0.1876, atom 5 (C): -0.1591, atom 6 (C): -0.1713, atom 7 (H): 0.0844, atom 8 (H): 0.0799, atom 9 (H): 0.0825, atom 10 (H): 0.1206, atom 11 (H): 0.1206, atom 12 (H): 0.1045, atom 13 (H): 0.1092, atom 14 (H): 0.0981, atom 15 (H): 0.0961, atom 16 (H): 0.1116, atom 17 (H): 0.1099

=====

Entry from OMol25: the ion C16H23Br2N2O3 with charge +1 at a distorted geometry (wB97M-V/def2-TZVPD).

Geometry as XYZ:
```
46
Properties=species:S:1:pos:R:3
C 3.399 -1.379 2.466
C 3.224 -1.941 0.945
C 2.086 -1.023 0.243
C 0.613 -1.472 0.466
C 0.311 -2.772 1.344
C -0.494 -0.555 -0.185
C -2.007 -0.984 0.083
O -2.276 -2.105 -0.848
C -3.688 -2.167 -1.136
C -4.829 -2.235 0.012
O -4.114 -2.209 -2.325
C -0.125 0.733 -1.028
C -1.198 1.711 -1.690
Br -2.567 0.735 -2.807
C -1.859 2.779 -0.676
C -2.036 2.270 0.833
C 1.416 1.034 -1.151
C 1.984 2.314 -1.925
C 1.858 3.611 -0.966
O 1.601 4.736 -1.461
Br 2.120 3.453 1.021
N 2.426 0.175 -0.524
N 3.796 0.468 -0.598
H 4.048 -0.420 2.489
H 2.346 -1.089 2.836
H 3.894 -2.170 3.129
H 2.953 -3.048 0.947
H 4.250 -1.820 0.446
H 0.768 -2.585 2.388
H -0.792 -3.050 1.416
H 0.930 -3.629 0.887
H -2.111 -1.443 1.136
H -2.785 -0.184 -0.150
H -4.299 -2.520 0.983
H -5.262 -1.172 0.097
H -5.643 -2.992 -0.300
H -0.615 2.343 -2.467
H -1.116 3.670 -0.632
H -2.829 3.238 -1.109
H -2.975 1.607 0.972
H -2.256 3.215 1.470
H -1.095 1.806 1.297
H 1.391 2.563 -2.888
H 3.075 2.229 -2.246
H 4.284 -0.256 -1.153
H 4.195 0.529 0.357
```

Its SMILES is CCc1c(C)c(COC(C)=O)c([C@@H](Br)CC)c(CC(=O)Br)[n+]1N. As for the charge: +1. The calculation puts the energy above the lowest of the compared OMol25 structures with the same formula, charge and spin at 153.75 kcal/mol. For the lowest unoccupied orbital energy, the calculation gives -0.1717 Ha. The HOMO-LUMO gap comes out at 7.990 eV. Its spin multiplicity is 1.

The computed Löwdin charges, all in e, follow: atom 1 (C): -0.0886, atom 2 (C): -0.1603, atom 3 (C): -0.0331, atom 4 (C): -0.0487, atom 5 (C): -0.0363, atom 6 (C): 0.0287, atom 7 (C): -0.1657, atom 8 (O): -0.0945, atom 9 (C): -0.4143, atom 10 (C): 0.0049, atom 11 (O): 0.0324, atom 12 (C): -0.0466, atom 13 (C): -0.6021, atom 14 (Br): 0.7632, atom 15 (C): -0.2411, atom 16 (C): -0.1209, atom 17 (C): -0.0493, atom 18 (C): -0.0861, atom 19 (C): -0.6687, atom 20 (O): -0.0012, atom 21 (Br): 0.6638, atom 22 (N): -0.0802, atom 23 (N): 0.0816, atom 24 (H): 0.0846, atom 25 (H): 0.0795, atom 26 (H): 0.0956, atom 27 (H): 0.1109, atom 28 (H): 0.1071, atom 29 (H): 0.0969, atom 30 (H): 0.0892, atom 31 (H): 0.1017, atom 32 (H): 0.1352, atom 33 (H): 0.0871, atom 34 (H): 0.0797, atom 35 (H): 0.1021, atom 36 (H): 0.1128, atom 37 (H): 0.0852, atom 38 (H): 0.1103, atom 39 (H): 0.1263, atom 40 (H): 0.0811, atom 41 (H): 0.0966, atom 42 (H): 0.0730, atom 43 (H): 0.1410, atom 44 (H): 0.1296, atom 45 (H): 0.1291, atom 46 (H): 0.1086